1.
ORCA calculation (the ωB97M-V functional and the def2-TZVPD basis) on a molecular structure, C18H24N6O5S2Sn.

The geometry in XYZ format:
```
56
C18H24N6O5S2Sn the ωB97M-V functional and the def2-TZVPD basis
Sn -0.222 0.276 0.361
O 1.889 4.224 -1.346
C 1.128 3.595 -0.699
N 1.586 2.522 0.241
C 1.812 3.064 1.573
O 1.774 4.247 1.721
C 1.928 2.102 2.710
C 2.723 2.447 3.786
C 2.735 1.601 4.885
C 1.925 0.478 4.869
C 1.143 0.234 3.750
N 1.152 1.017 2.674
C -0.356 3.739 -0.693
C -0.913 4.873 -1.256
C -2.291 5.016 -1.209
C -3.044 4.021 -0.609
C -2.394 2.917 -0.079
N -1.072 2.768 -0.113
H 3.304 3.358 3.756
H 3.352 1.825 5.744
H 1.890 -0.200 5.711
H 0.474 -0.620 3.722
H -0.267 5.619 -1.697
H -2.767 5.893 -1.626
H -4.120 4.098 -0.543
H -2.957 2.127 0.407
N -0.385 -2.733 -3.872
C -0.670 -2.805 -2.388
C -2.015 -3.423 -2.081
C -2.253 -3.260 -0.574
N -2.368 -1.820 -0.259
C -1.118 -3.907 0.225
C 0.298 -3.496 -0.180
N 0.677 -2.170 0.376
C 0.465 -3.537 -1.698
H -1.168 -2.324 -4.386
H -0.198 -3.657 -4.268
H 0.436 -2.138 -4.033
H -0.702 -1.774 -2.054
H -2.029 -4.486 -2.340
H -2.818 -2.932 -2.639
H -3.173 -3.795 -0.327
H -2.555 -1.718 0.735
H -3.192 -1.441 -0.718
H -1.199 -4.988 0.088
H -1.267 -3.729 1.293
H 0.992 -4.235 0.228
H 1.624 -1.948 0.072
H 0.758 -2.290 1.385
H 0.439 -4.590 -2.000
H 1.440 -3.132 -1.985
O 2.288 0.165 0.261
S 2.636 1.399 -0.425
O 2.012 1.367 -1.854
O 3.976 1.826 -0.489
S 0.655 0.329 -2.136
```

Output
Total charge: +2
ΔE to the lowest compared entry with this formula, charge and spin (kcal/mol): 0.0
HOMO level (eV): -14.3
Orbital gap (eV): 8.5742
Multiplicity: 1

---

2.
ORCA calculation (the ωB97M-V functional and the def2-TZVPD basis) on a single C18H24N6OS molecule at a distorted geometry.

The geometry in XYZ format:
```
50
C18H24N6OS the ωB97M-V functional and the def2-TZVPD basis
C -2.539 -3.861 -1.767
N -1.204 -3.609 -1.231
C -0.976 -2.591 -0.370
N 0.137 -2.812 0.335
C 0.395 -1.928 1.289
N 1.533 -2.060 2.084
C 2.705 -2.886 1.828
C 3.884 -2.016 1.290
C 3.637 -1.506 -0.115
N 4.897 -1.026 -0.654
C 5.397 0.261 -0.142
C 4.954 -1.068 -2.105
C -0.431 -0.878 1.561
S -0.334 0.474 2.679
C -1.817 1.228 2.075
C -2.429 2.499 2.541
C -2.024 3.123 3.710
C -2.622 4.305 4.107
C -3.611 4.883 3.295
O -4.136 6.084 3.667
C -5.012 6.738 2.716
N -3.994 4.274 2.155
C -3.454 3.108 1.805
C -2.286 0.396 1.053
C -1.527 -0.787 0.754
N -1.838 -1.615 -0.230
H -3.305 -3.869 -1.004
H -2.554 -4.808 -2.279
H -2.792 -3.074 -2.477
H -0.596 -4.399 -1.065
H 1.661 -1.286 2.667
H 2.487 -3.628 1.031
H 2.908 -3.477 2.791
H 4.773 -2.650 1.257
H 4.036 -1.168 1.941
H 2.896 -0.719 -0.121
H 3.278 -2.368 -0.725
H 6.423 0.512 -0.541
H 4.761 1.127 -0.477
H 5.476 0.284 0.927
H 4.212 -0.399 -2.553
H 5.940 -0.807 -2.468
H 4.664 -2.039 -2.495
H -1.231 2.707 4.329
H -2.357 4.856 5.016
H -4.478 6.996 1.783
H -5.326 7.667 3.214
H -5.900 6.134 2.468
H -3.816 2.612 0.893
H -3.192 0.539 0.465
```

Output
ΔE to the lowest compared entry with this formula, charge and spin (kcal/mol): 15.6
HOMO level (eV): -7.9
Structure (SMILES): CNc1nc(NCCCN(C)C)c2sc(-c3ccc(OC)nc3)cc2n1
Orbital gap (eV): 8.0486
Multiplicity: 1

---

3.
ORCA calculation (the ωB97M-V functional and the def2-TZVPD basis) on 2 unconnected molecules or ions with the total composition C18H24NO5 at a distorted geometry.

The geometry in XYZ format:
```
48
C18H24NO5 the ωB97M-V functional and the def2-TZVPD basis
C 1.804 1.800 4.179
C 2.320 1.799 2.760
O 1.274 2.072 1.864
C 1.710 2.023 0.567
C 0.678 2.273 -0.386
C 0.801 2.308 -1.785
C -0.426 2.641 -2.565
O 1.838 2.092 -2.394
O 2.875 1.798 0.263
H 2.589 1.602 4.907
H 1.351 2.765 4.410
H 1.024 1.046 4.292
H 3.098 2.558 2.599
H 2.751 0.829 2.475
H -0.291 2.457 0.035
H -1.289 2.777 -1.912
H -0.270 3.560 -3.128
H -0.647 1.839 -3.269
C -4.193 -1.373 1.213
C -3.154 -0.245 1.218
C -3.488 0.781 0.128
C -3.132 0.446 2.589
O -1.828 -0.797 1.011
C -1.644 -1.421 -0.191
N -0.360 -1.915 -0.415
C 0.173 -1.688 -1.542
C 1.499 -2.130 -1.907
C 2.013 -1.895 -3.182
C 3.259 -2.360 -3.537
C 4.022 -3.062 -2.625
C 3.540 -3.284 -1.350
C 2.292 -2.821 -0.995
O -2.502 -1.513 -1.040
H -3.940 -2.128 1.955
H -5.192 -0.990 1.420
H -4.206 -1.857 0.237
H -2.746 1.576 0.104
H -3.491 0.299 -0.848
H -4.471 1.221 0.291
H -2.378 1.232 2.600
H -4.098 0.886 2.834
H -2.868 -0.271 3.365
H -0.398 -1.123 -2.257
H 1.426 -1.345 -3.895
H 3.638 -2.191 -4.534
H 4.989 -3.446 -2.912
H 4.137 -3.834 -0.639
H 1.911 -2.992 -0.004
```

Output
Total charge: -1
ΔE to the lowest compared entry with this formula, charge and spin (kcal/mol): 0.0
HOMO level (eV): -3.2
Orbital gap (eV): 5.7874
Multiplicity: 1

---

4.
ORCA calculation (the ωB97M-V functional and the def2-TZVPD basis) on 3 unconnected molecules or ions with the total composition C18H25BFNO10 at a distorted geometry.

The geometry in XYZ format:
```
56
C18H25BFNO10 the ωB97M-V functional and the def2-TZVPD basis
C 0.755 2.548 3.126
C 0.256 1.659 1.866
C -0.147 2.302 0.484
C -0.005 3.881 0.349
B -1.136 4.603 -0.566
O -1.206 6.058 -0.482
O -2.105 3.951 -1.420
C -0.609 1.325 -0.622
C -0.682 -0.234 -0.428
C -0.249 -0.811 0.933
C 0.201 0.135 2.092
C 0.547 -0.777 3.347
O 0.613 -0.524 4.567
N 0.752 -2.113 2.681
F 1.959 -1.843 2.025
C -0.149 -2.299 1.486
O -0.666 -3.369 1.127
H -0.089 3.220 3.496
H 1.097 1.867 3.977
H 1.617 3.183 2.727
H 1.034 4.161 -0.080
H -0.042 4.401 1.382
H -0.322 6.340 -0.141
H -2.952 3.817 -0.934
H -0.917 1.751 -1.646
H -1.023 -0.950 -1.241
C 2.162 -4.473 3.669
C 0.811 -5.152 3.549
O 0.959 -6.550 3.264
C 1.303 -7.320 4.307
O 1.485 -6.945 5.440
O 1.434 -8.585 3.868
C 1.897 -9.493 4.865
H 2.769 -4.663 2.780
H 2.046 -3.401 3.797
H 2.723 -4.859 4.525
H 0.263 -4.718 2.712
H 0.202 -5.002 4.445
H 1.273 -9.453 5.761
H 2.938 -9.275 5.112
H 1.842 -10.501 4.452
C -1.038 6.069 -5.309
C -1.004 4.792 -4.491
O -1.884 3.805 -5.043
C -1.430 3.172 -6.136
O -0.364 3.356 -6.673
O -2.378 2.312 -6.546
C -2.059 1.643 -7.765
H -2.064 6.428 -5.419
H -0.436 6.848 -4.836
H -0.651 5.904 -6.318
H -1.359 4.999 -3.480
H 0.013 4.397 -4.399
H -1.085 1.153 -7.707
H -2.083 2.353 -8.595
H -2.819 0.881 -7.938
```

Output
HOMO level (eV): -9.6
Structure (SMILES): Cc1c(CB(O)O)ccc2c1C(=O)N(F)C2=O.CCOC(=O)OC.CCOC(=O)OC
Orbital gap (eV): 8.4194
Multiplicity: 1

---

5.
ORCA calculation (the ωB97M-V functional and the def2-TZVPD basis) on a molecular structure, C18H25BHgN8O3 at a distorted geometry.

The geometry in XYZ format:
```
56
C18H25BHgN8O3 the ωB97M-V functional and the def2-TZVPD basis
H 1.193 -1.791 1.538
N -0.583 -1.967 0.407
B -2.769 -2.768 -0.624
N -1.643 -2.833 0.446
C -1.482 -3.716 1.455
Hg -0.412 -0.213 -1.231
H -2.231 -4.476 1.624
C -0.282 -3.414 2.092
H 0.142 -3.918 2.937
C 0.256 -2.314 1.390
H -3.556 -3.658 -0.490
C 0.578 1.204 -3.100
H 1.286 2.022 -2.930
H -0.435 1.577 -2.893
H 0.619 0.909 -4.154
N -2.045 -2.828 -1.999
N -3.450 -1.378 -0.538
N -1.087 -1.905 -2.358
N -2.707 -0.235 -0.674
C -2.166 -3.740 -2.978
C -4.749 -1.058 -0.351
H -2.872 -4.548 -2.868
H -5.478 -1.848 -0.230
C -1.280 -3.411 -3.994
C -4.849 0.331 -0.361
C -0.609 -2.256 -3.576
C -3.538 0.806 -0.563
H -1.133 -3.930 -4.917
H -5.735 0.919 -0.241
H 0.177 -1.678 -4.055
H -3.158 1.817 -0.624
H 0.900 0.280 -2.459
C 4.481 1.033 2.097
C 3.918 2.156 1.252
C 2.383 2.320 1.216
C 1.731 2.521 2.609
C 1.575 1.293 3.482
C 2.049 3.529 0.334
O 2.847 4.246 -0.242
N 0.660 3.710 0.232
C -0.152 2.620 -0.133
O -1.288 2.803 -0.559
N 0.456 1.384 -0.036
C 1.695 1.147 0.484
O 2.223 0.032 0.354
H 4.431 1.257 3.167
H 5.537 0.910 1.834
H 3.963 0.095 1.875
H 4.329 3.116 1.599
H 4.260 2.027 0.214
H 2.341 3.283 3.114
H 0.747 2.982 2.446
H 2.539 0.812 3.674
H 1.143 1.597 4.441
H 0.895 0.563 3.025
H 0.336 4.584 -0.162
```

Output
ΔE to the lowest compared entry with this formula, charge and spin (kcal/mol): 0.0
HOMO level (eV): -8.9
Orbital gap (eV): 9.4470
Multiplicity: 1

---

6.
ORCA calculation (the ωB97M-V functional and the def2-TZVPD basis) on a single C18H25ClN2O2 molecule.

The geometry in XYZ format:
```
48
C18H25ClN2O2 the ωB97M-V functional and the def2-TZVPD basis
C -5.744 -0.983 -1.067
C -4.736 0.114 -0.731
C -5.257 1.029 0.374
N -3.473 -0.475 -0.329
C -2.329 -0.331 -1.027
O -2.266 0.289 -2.070
C -1.116 -1.006 -0.404
C -0.219 0.002 0.349
C 0.918 -0.804 0.997
O 1.070 -0.902 2.197
N 1.725 -1.432 0.112
C 2.933 -2.118 0.521
C 4.156 -1.298 0.198
C 5.132 -1.763 -0.672
C 6.234 -0.984 -0.980
C 6.352 0.276 -0.417
Cl 7.724 1.257 -0.802
C 5.385 0.760 0.451
C 4.294 -0.031 0.754
C -1.000 0.770 1.436
C -1.169 2.187 0.898
C 0.138 2.418 0.151
C 0.344 1.097 -0.590
H -6.674 -0.543 -1.414
H -5.352 -1.628 -1.849
H -5.955 -1.588 -0.187
H -4.515 0.700 -1.629
H -6.174 1.517 0.054
H -4.523 1.794 0.614
H -5.468 0.454 1.275
H -3.481 -1.025 0.516
H -0.551 -1.463 -1.219
H -1.426 -1.793 0.287
H 1.622 -1.244 -0.872
H 2.982 -3.094 0.030
H 2.848 -2.261 1.603
H 5.037 -2.745 -1.111
H 6.993 -1.349 -1.653
H 5.491 1.742 0.884
H 3.539 0.333 1.435
H -1.951 0.298 1.677
H -0.397 0.783 2.346
H -1.343 2.914 1.689
H -2.002 2.229 0.193
H 0.095 3.267 -0.528
H 0.947 2.581 0.865
H 1.395 0.941 -0.839
H -0.232 1.107 -1.516
```

Output
ΔE to the lowest compared entry with this formula, charge and spin (kcal/mol): 4.3
HOMO level (eV): -9.0
Structure (SMILES): CC(C)NC(=O)CC1(C(=O)NCc2ccc(Cl)cc2)CCCC1
Orbital gap (eV): 9.6966
Multiplicity: 1

---

7.
ORCA calculation (the ωB97M-V functional and the def2-TZVPD basis) on a molecular structure, C18H25FeN2O3 at a distorted geometry.

The geometry in XYZ format:
```
49
C18H25FeN2O3 the ωB97M-V functional and the def2-TZVPD basis
O 2.858 -0.561 -2.126
C 2.582 0.416 -2.713
Fe 2.394 2.073 -3.260
C 3.351 2.763 -1.968
O 3.837 3.095 -0.959
C 3.561 2.087 -4.599
O 4.575 2.039 -5.158
C -1.199 1.718 -0.555
C -0.724 0.980 -1.852
C 0.248 1.681 -2.831
C 0.527 3.068 -2.598
C 0.271 3.597 -1.277
C -0.534 2.940 -0.323
H -2.245 1.665 -0.191
H -0.239 0.027 -1.565
H -1.647 0.704 -2.418
H 0.145 1.302 -3.865
H 0.568 3.751 -3.467
H 0.690 4.577 -1.032
H -0.730 3.415 0.649
C 2.492 -2.329 0.890
C 1.810 -3.703 0.748
C 0.393 -3.530 1.314
N 0.172 -2.113 1.419
C -0.879 -1.712 2.301
C -1.315 -0.272 2.039
C -2.626 0.151 2.728
C -3.682 0.366 1.614
C -3.090 -0.269 0.354
N -1.598 -0.177 0.551
C 1.434 -1.390 1.524
H 3.391 -2.376 1.521
H 2.775 -1.937 -0.098
H 1.750 -3.984 -0.305
H 2.354 -4.479 1.292
H -0.370 -3.989 0.673
H 0.306 -4.015 2.304
H -1.751 -2.370 2.124
H -0.585 -1.816 3.370
H -0.493 0.424 2.282
H -2.963 -0.632 3.431
H -2.471 1.067 3.326
H -4.642 -0.099 1.869
H -3.861 1.442 1.479
H -3.423 -1.328 0.225
H -3.389 0.305 -0.542
H -1.129 -0.984 0.087
H 1.697 -1.175 2.581
H 1.403 -0.412 1.011
```

Output
Total charge: +1
ΔE to the lowest compared entry with this formula, charge and spin (kcal/mol): 25.2
HOMO level (spin up / spin down) (eV): -9.0 / -10.9
Orbital gap (spin up / spin down) (eV): 6.3450 / 3.5089
Multiplicity: 5

---

8.
ORCA calculation (the ωB97M-V functional and the def2-TZVPD basis) on a molecular structure, C18H25IrN8O2S.

The geometry in XYZ format:
```
55
C18H25IrN8O2S the ωB97M-V functional and the def2-TZVPD basis
Ir -0.141 0.626 -0.709
C 4.486 -0.035 0.386
N 3.958 -0.778 -0.758
C 4.852 -1.679 -1.490
C 2.667 -0.654 -1.077
N 1.815 0.066 -0.404
N 2.241 -1.349 -2.196
C 1.017 -1.259 -2.813
N 0.892 -2.008 -3.923
N 0.043 -0.548 -2.344
H 5.569 -0.032 0.323
H 4.189 -0.496 1.330
H 4.154 1.003 0.356
H 5.815 -1.684 -0.993
H 5.010 -1.338 -2.516
H 4.484 -2.707 -1.478
H 2.209 0.562 0.380
H 2.908 -1.969 -2.624
H 1.692 -2.384 -4.401
H 0.021 -2.026 -4.426
H -0.814 -0.663 -2.870
O -3.907 1.872 -0.070
C -2.930 1.230 -0.348
O -1.803 1.744 -0.782
C -2.836 -0.260 -0.220
C -3.979 -1.048 -0.073
C -3.832 -2.405 -0.067
C -2.541 -2.967 -0.129
C -2.337 -4.368 -0.056
C -1.076 -4.883 -0.014
C 0.037 -4.015 -0.020
C -0.122 -2.661 -0.120
C -1.418 -2.109 -0.214
N -1.611 -0.749 -0.316
H -4.935 -0.550 0.000
H -4.693 -3.059 0.000
H -3.203 -5.014 -0.010
H -0.923 -5.951 0.056
H 1.031 -4.430 0.080
H 0.729 -1.999 -0.071
S 0.814 2.705 0.043
C -0.240 3.460 1.231
N -1.455 3.856 0.930
C -2.354 4.525 1.874
C -1.961 4.154 3.294
C -0.473 4.398 3.487
N 0.265 3.693 2.433
H -1.795 3.613 0.008
H -3.368 4.212 1.636
H -2.287 5.604 1.722
H -2.191 3.104 3.483
H -2.528 4.753 4.003
H -0.128 4.014 4.445
H -0.242 5.464 3.446
H 1.224 3.424 2.583
```

Output
Total charge: +2
ΔE to the lowest compared entry with this formula, charge and spin (kcal/mol): 0.0
HOMO level (eV): -14.3
Orbital gap (eV): 7.6816
Multiplicity: 1

---

9.
ORCA calculation (the ωB97M-V functional and the def2-TZVPD basis) on a molecular structure, C18H25KN3OSb at a distorted geometry.

The geometry in XYZ format:
```
49
C18H25KN3OSb the ωB97M-V functional and the def2-TZVPD basis
K -2.169 0.574 -0.041
O -1.454 -2.911 2.557
C -1.585 -1.796 2.028
N -1.675 -1.517 0.743
C -1.667 -2.669 -0.113
C -1.906 -2.372 -1.561
C -1.986 -3.451 -2.448
C -2.222 -3.224 -3.784
C -2.371 -1.911 -4.216
C -2.270 -0.908 -3.275
N -2.045 -1.119 -1.983
C -1.636 -0.584 2.929
C -1.246 -0.774 4.256
C -1.259 0.287 5.135
C -1.707 1.516 4.668
C -2.102 1.608 3.346
N -2.059 0.600 2.483
H -2.425 -3.399 0.217
H -0.706 -3.204 -0.030
H -1.866 -4.455 -2.069
H -2.291 -4.049 -4.479
H -2.562 -1.689 -5.253
H -2.376 0.129 -3.570
H -0.948 -1.769 4.547
H -0.934 0.168 6.160
H -1.749 2.378 5.315
H -2.472 2.548 2.951
C 3.087 -0.758 -2.535
C 3.074 -0.275 -1.097
Sb 1.143 0.558 -0.461
C 1.279 2.363 -1.716
C 2.588 3.126 -1.701
C 2.099 1.488 1.263
C 1.260 2.579 1.900
H 4.063 -1.169 -2.796
H 2.875 0.059 -3.223
H 2.342 -1.537 -2.690
H 3.842 0.488 -0.949
H 3.290 -1.106 -0.423
H 0.461 3.009 -1.386
H 1.046 2.038 -2.731
H 2.822 3.483 -0.700
H 2.527 3.995 -2.355
H 3.406 2.504 -2.055
H 3.069 1.883 0.950
H 2.274 0.693 1.987
H 1.039 3.379 1.192
H 1.787 3.023 2.746
H 0.316 2.171 2.265
```

Output
HOMO level (eV): -7.4
Orbital gap (eV): 7.3055
Multiplicity: 1

---

Number 1: energy -65721.763 eV. Number 2: energy -40878.668 eV. Number 3: energy -30784.342 eV. Number 4: energy -44426.003 eV. Number 5: energy -41988.205 eV. Number 6: energy -38671.286 eV. Number 7: energy -62568.414 eV. Number 8: energy -48751.140 eV. Number 9: energy -48451.722 eV.